# 1
# C42H93NO3P2

4 unconnected molecules or ions with the total composition C42H93NO3P2 in a non-equilibrium geometry (ωB97M-V/def2-TZVPD, the Open Molecules 2025 dataset).

Computed properties:
- Frontier orbital gap: 0.1787 Ha
- E_tot: -2618.553467 hartree
- LUMO: -3.5 eV
- HOMO energy: -0.3073 Ha

ORCA input file:
```
! RIJCOSX wB97M-V def2-TZVPD def2/J DEFGRID3
* xyz 2 1
C 6.816 2.401 -12.426
C 6.107 3.721 -12.668
C 7.166 4.891 -12.333
C 6.586 6.404 -12.280
N 7.628 7.537 -12.041
C 7.081 9.016 -12.017
C 7.507 9.643 -10.655
C 8.670 8.683 -10.271
C 8.311 7.326 -10.688
C 8.720 7.498 -13.136
H 7.215 2.367 -11.412
H 7.523 2.219 -13.236
H 6.083 1.600 -12.518
H 5.246 3.689 -12.000
H 5.706 3.763 -13.680
H 7.909 4.882 -13.131
H 7.672 4.733 -11.381
H 5.759 6.418 -11.571
H 6.062 6.740 -13.175
H 7.517 9.537 -12.870
H 5.997 8.994 -12.126
H 7.798 10.653 -10.942
H 6.769 9.670 -9.854
H 9.656 8.957 -10.648
H 8.744 8.647 -9.184
H 9.103 6.578 -10.727
H 7.485 6.939 -10.091
H 9.094 6.476 -13.200
H 9.527 8.200 -12.925
H 8.142 7.832 -13.998
C 17.666 10.032 -23.036
C 16.153 10.169 -22.690
C 15.630 8.918 -22.053
C 14.345 9.127 -21.486
P 13.307 7.629 -21.363
C 13.253 7.104 -19.593
C 14.648 6.712 -18.980
C 14.665 5.775 -17.710
C 14.260 4.316 -17.930
C 13.826 6.208 -22.449
C 12.681 5.144 -22.304
C 12.974 3.903 -23.182
C 12.872 4.272 -24.622
C 11.659 8.306 -21.762
C 11.278 9.712 -21.128
C 9.747 9.680 -20.715
C 9.059 10.984 -20.228
H 17.807 9.741 -24.077
H 18.032 9.251 -22.370
H 18.357 10.819 -22.735
H 15.636 10.567 -23.564
H 16.118 10.988 -21.973
H 16.354 8.587 -21.308
H 15.623 8.196 -22.870
H 13.924 9.763 -22.265
H 14.310 9.669 -20.541
H 12.465 6.354 -19.656
H 12.882 8.004 -19.102
H 15.226 7.572 -18.640
H 15.226 6.300 -19.807
H 14.094 6.228 -16.899
H 15.677 5.634 -17.330
H 14.887 3.717 -18.590
H 13.284 4.314 -18.416
H 14.347 3.794 -16.977
H 14.788 5.895 -22.043
H 13.954 6.404 -23.514
H 11.842 5.693 -22.734
H 12.426 4.789 -21.306
H 12.202 3.192 -22.886
H 13.939 3.521 -22.848
H 12.513 3.468 -25.264
H 13.665 4.886 -25.050
H 11.927 4.805 -24.721
H 10.930 7.507 -21.629
H 11.612 8.270 -22.850
H 11.431 10.530 -21.832
H 11.896 10.040 -20.292
H 9.637 8.889 -19.973
H 9.366 9.397 -21.696
H 8.425 10.844 -19.352
H 8.476 11.413 -21.043
H 9.780 11.737 -19.912
C 7.806 -2.097 -3.845
C 7.655 -0.625 -3.885
C 8.108 0.142 -2.645
C 9.622 0.169 -2.425
P 10.282 1.697 -1.488
C 9.942 1.487 0.248
C 8.407 1.586 0.588
C 8.306 1.926 2.045
C 8.907 3.212 2.680
C 12.141 1.862 -1.761
C 12.926 0.537 -1.461
C 14.181 0.632 -2.383
C 15.208 1.681 -1.882
C 9.408 3.191 -2.086
C 9.830 4.526 -1.457
C 8.958 5.602 -2.007
C 9.584 7.073 -1.850
H 8.849 -2.367 -3.678
H 7.533 -2.586 -4.781
H 7.013 -2.336 -3.137
H 6.657 -0.300 -4.177
H 8.252 -0.210 -4.698
H 7.473 -0.360 -1.915
H 7.636 1.121 -2.560
H 10.269 0.044 -3.293
H 10.006 -0.629 -1.790
H 10.522 2.161 0.879
H 10.275 0.460 0.390
H 7.984 0.603 0.384
H 7.813 2.332 0.062
H 8.658 1.082 2.639
H 7.274 1.906 2.393
H 8.599 3.446 3.700
H 8.628 4.019 2.003
H 9.983 3.041 2.700
H 12.590 2.634 -1.137
H 12.148 2.209 -2.794
H 12.195 -0.222 -1.739
H 13.153 0.395 -0.404
H 13.941 0.790 -3.435
H 14.660 -0.339 -2.253
H 15.437 1.667 -0.816
H 14.698 2.625 -1.693
H 16.059 2.004 -2.481
H 8.330 3.065 -1.981
H 9.505 3.136 -3.170
H 10.837 4.927 -1.573
H 9.621 4.420 -0.393
H 7.963 5.654 -1.564
H 8.967 5.532 -3.094
H 8.832 7.752 -2.252
H 10.541 7.039 -2.371
H 9.839 7.333 -0.823
O 12.377 2.626 -10.225
C 12.439 2.170 -8.969
O 11.555 2.292 -8.141
O 13.474 1.612 -8.752
H 13.061 1.957 -10.302
*
```

Atomic partial charges in e from the Löwdin method, atoms 1 to 99:
1. C -0.1180
2. C -0.2341
3. C -0.1272
4. C -0.0870
5. N -0.2376
6. C -0.0613
7. C -0.0999
8. C -0.1727
9. C -0.1276
10. C 0.0350
11. H 0.0861
12. H 0.0802
13. H 0.0777
14. H 0.1020
15. H 0.1055
16. H 0.0902
17. H 0.1049
18. H 0.1263
19. H 0.1201
20. H 0.1196
21. H 0.1274
22. H 0.1183
23. H 0.1211
24. H 0.1233
25. H 0.1286
26. H 0.1512
27. H 0.1390
28. H 0.0942
29. H 0.1096
30. H 0.1045
31. C -0.0829
32. C -0.2523
33. C -0.3293
34. C -0.3027
35. P 1.0477
36. C -0.2360
37. C -0.2000
38. C -0.2396
39. C -0.1118
40. C -0.2228
41. C -0.2464
42. C -0.2519
43. C -0.1111
44. C -0.2692
45. C -0.2130
46. C -0.2379
47. C -0.0899
48. H 0.0764
49. H 0.0614
50. H 0.0759
51. H 0.1179
52. H 0.1132
53. H 0.1240
54. H 0.1190
55. H 0.1070
56. H 0.1198
57. H 0.0779
58. H 0.0898
59. H 0.1061
60. H 0.0886
61. H 0.1067
62. H 0.1063
63. H 0.0742
64. H 0.0572
65. H 0.0808
66. H 0.0920
67. H 0.0939
68. H 0.0876
69. H 0.1030
70. H 0.1164
71. H 0.1155
72. H 0.0854
73. H 0.0805
74. H 0.0771
75. H 0.0846
76. H 0.1011
77. H 0.1105
78. H 0.0914
79. H 0.0989
80. H 0.1002
81. H 0.0671
82. H 0.0739
83. H 0.0677
84. C -0.0987
85. C -0.3071
86. C -0.2480
87. C -0.2121
88. P 1.0517
89. C -0.2641
90. C -0.2210
91. C -0.2859
92. C -0.0810
93. C -0.2500
94. C -0.2112
95. C -0.2248
96. C -0.1006
97. C -0.2796
98. C -0.2561
99. C -0.2603

# 2
# C42H94F15N5O20S5

10 unconnected molecules or ions with the total composition C42H94F15N5O20S5 in a non-equilibrium geometry (ωB97M-V/def2-TZVPD, the Open Molecules 2025 dataset).

Computed properties:
- Frontier orbital gap: 0.3468 Ha
- E_tot: -6924.019018 hartree
- LUMO: 0.3 eV
- HOMO energy: -0.3369 Ha

ORCA input file:
```
! RIJCOSX wB97M-V def2-TZVPD def2/J DEFGRID3
* xyz 0 1
C -0.077 1.192 3.632
N 0.310 0.298 2.522
C 0.431 -1.102 3.006
C -0.823 0.292 1.622
C 1.653 0.788 1.859
C 1.426 1.977 0.907
O 0.746 1.438 -0.231
H -1.055 1.019 4.013
H 0.074 2.150 3.265
H 0.661 1.104 4.403
H -0.382 -1.103 3.710
H 1.385 -1.281 3.468
H 0.330 -1.799 2.199
H -0.574 -0.247 0.683
H -0.956 1.298 1.308
H -1.680 -0.151 2.078
H 2.105 -0.093 1.355
H 2.345 1.014 2.666
H 2.376 2.394 0.705
H 0.800 2.755 1.297
H 1.184 1.773 -0.999
C -5.526 -4.181 3.658
C -4.107 -4.622 3.598
N -3.410 -4.441 2.323
C -3.405 -2.988 1.921
C -1.998 -5.040 2.508
C -1.834 -6.506 2.777
C -4.178 -5.266 1.229
C -3.567 -5.271 -0.170
O -3.997 -4.042 -0.798
C -3.084 -3.629 -1.892
H -6.174 -4.822 3.067
H -5.637 -3.137 3.374
H -5.953 -4.314 4.666
H -3.937 -5.646 3.847
H -3.563 -4.056 4.368
H -4.397 -2.634 1.731
H -2.807 -2.935 0.958
H -2.919 -2.373 2.701
H -1.608 -4.381 3.311
H -1.603 -4.728 1.596
H -2.271 -7.256 2.067
H -2.121 -6.830 3.829
H -0.777 -6.765 2.623
H -5.173 -4.906 1.243
H -4.277 -6.293 1.576
H -4.022 -6.160 -0.611
H -2.434 -5.363 -0.226
H -2.142 -3.340 -1.488
H -3.622 -2.841 -2.420
H -2.885 -4.452 -2.594
C -0.942 6.890 -3.227
C -0.030 5.695 -2.754
N 1.179 6.092 -1.854
C 0.839 7.002 -0.715
C 1.746 4.780 -1.264
C 3.113 4.972 -0.572
C 2.196 6.859 -2.808
C 2.677 6.051 -4.037
O 1.922 6.433 -5.212
C 2.015 5.417 -6.218
H -1.592 6.491 -4.018
H -0.338 7.697 -3.713
H -1.375 7.455 -2.388
H 0.295 5.084 -3.615
H -0.520 5.012 -2.065
H 0.200 7.767 -1.145
H 1.799 7.448 -0.380
H 0.342 6.478 0.103
H 1.769 4.091 -2.073
H 0.975 4.489 -0.564
H 3.917 5.437 -1.106
H 3.489 4.026 -0.261
H 2.865 5.557 0.339
H 2.978 7.015 -2.052
H 1.691 7.769 -3.035
H 2.444 4.980 -3.814
H 3.736 6.179 -4.233
H 1.541 4.518 -5.826
H 3.052 5.193 -6.529
H 1.581 5.826 -7.085
C -4.682 3.667 -2.322
C -5.141 2.186 -2.236
N -4.899 1.401 -0.969
C -5.195 -0.005 -1.349
C -3.392 1.488 -0.583
C -2.445 1.005 -1.566
C -5.723 1.822 0.196
C -5.602 0.941 1.393
O -6.270 -0.278 1.155
C -7.054 -0.820 2.262
H -3.581 3.744 -2.330
H -5.021 4.257 -1.451
H -5.140 4.112 -3.225
H -4.625 1.628 -3.017
H -6.209 2.076 -2.346
H -4.990 -0.703 -0.499
H -4.619 -0.249 -2.226
H -6.207 -0.002 -1.622
H -3.368 0.950 0.354
H -3.219 2.557 -0.423
H -2.554 1.512 -2.508
H -2.415 -0.069 -1.789
H -1.477 1.362 -1.243
H -6.798 1.770 -0.103
H -5.358 2.885 0.356
H -6.175 1.439 2.185
H -4.600 0.804 1.839
H -7.457 -1.779 1.861
H -7.950 -0.153 2.433
H -6.440 -0.939 3.185
C 6.728 -3.368 2.361
C 5.738 -2.918 1.296
N 5.616 -3.910 0.165
C 5.280 -5.313 0.695
C 4.508 -3.289 -0.568
C 4.127 -3.765 -1.948
C 6.863 -4.121 -0.748
C 7.343 -2.914 -1.522
O 8.585 -2.607 -0.931
C 9.178 -1.484 -1.657
H 7.768 -3.496 2.014
H 6.446 -4.273 2.870
H 6.714 -2.584 3.094
H 6.243 -2.115 0.799
H 4.679 -2.867 1.610
H 5.122 -6.055 -0.145
H 4.401 -5.270 1.317
H 6.108 -5.688 1.340
H 4.539 -2.207 -0.521
H 3.674 -3.606 0.148
H 4.789 -3.371 -2.680
H 3.079 -3.403 -2.116
H 4.207 -4.837 -1.941
H 6.506 -4.915 -1.461
H 7.675 -4.502 -0.110
H 6.594 -2.054 -1.385
H 7.437 -3.115 -2.573
H 9.835 -1.056 -0.964
H 8.413 -0.750 -1.959
H 9.674 -1.855 -2.548
C -3.936 0.950 5.740
F -3.990 1.143 7.063
F -5.137 1.421 5.312
F -3.021 1.789 5.227
S -3.565 -0.768 5.242
O -3.039 -0.503 3.894
O -2.578 -1.236 6.181
O -4.741 -1.605 5.161
C 1.517 1.032 -5.202
F 2.626 1.722 -5.433
F 0.835 0.801 -6.352
F 1.791 -0.179 -4.756
S 0.417 1.918 -3.993
O 0.019 3.112 -4.798
O -0.594 0.952 -3.666
O 1.337 2.154 -2.810
C -1.731 4.865 1.888
F -0.642 5.668 1.791
F -1.343 3.638 2.101
F -2.418 5.313 2.940
S -2.626 5.103 0.282
O -3.943 4.650 0.631
O -2.549 6.513 0.001
O -1.837 4.351 -0.677
C 5.470 1.930 -0.915
F 6.236 2.993 -0.759
F 4.255 2.266 -1.325
F 6.091 1.096 -1.775
S 5.353 0.967 0.614
O 6.673 0.666 0.997
O 4.680 1.800 1.604
O 4.558 -0.215 0.246
C 0.545 -7.277 -0.682
F 1.642 -8.121 -0.717
F 0.101 -7.083 -1.928
F -0.380 -7.940 0.040
S 1.010 -5.716 0.210
O 2.170 -5.262 -0.480
O -0.125 -4.790 0.070
O 1.190 -6.217 1.570
*
```

Atomic partial charges in e from the Löwdin method, atoms 1 to 99:
1. C 0.0209
2. N -0.3241
3. C 0.0265
4. C -0.0408
5. C -0.0232
6. C -0.1825
7. O -0.0740
8. H 0.0820
9. H 0.0691
10. H 0.1167
11. H 0.0915
12. H 0.1088
13. H 0.1041
14. H 0.1309
15. H 0.0783
16. H 0.0740
17. H 0.1385
18. H 0.1259
19. H 0.0828
20. H 0.0980
21. H 0.0213
22. C -0.0656
23. C -0.2111
24. N -0.2416
25. C 0.0383
26. C -0.1470
27. C -0.0587
28. C -0.0583
29. C -0.1749
30. O -0.2205
31. C -0.0393
32. H 0.0763
33. H 0.0462
34. H 0.1072
35. H 0.1106
36. H 0.1409
37. H 0.0886
38. H 0.1239
39. H 0.0863
40. H 0.1520
41. H 0.0500
42. H 0.0951
43. H 0.1028
44. H 0.0651
45. H 0.1073
46. H 0.1277
47. H 0.1290
48. H 0.1244
49. H 0.0660
50. H 0.0788
51. H 0.0947
52. C -0.0322
53. C -0.1217
54. N -0.2381
55. C 0.0156
56. C -0.1343
57. C -0.0259
58. C -0.0329
59. C -0.1581
60. O -0.1943
61. C -0.0780
62. H 0.0914
63. H 0.0747
64. H 0.0619
65. H 0.0939
66. H 0.0803
67. H 0.0943
68. H 0.1116
69. H 0.0867
70. H 0.0671
71. H 0.1105
72. H 0.0743
73. H 0.0368
74. H 0.0948
75. H 0.1070
76. H 0.1104
77. H 0.1233
78. H 0.1277
79. H 0.0616
80. H 0.0963
81. H 0.0735
82. C -0.0323
83. C -0.1479
84. N -0.2600
85. C 0.0042
86. C -0.1526
87. C -0.0815
88. C -0.0802
89. C -0.2124
90. O -0.2488
91. C -0.0497
92. H 0.0705
93. H 0.0699
94. H 0.0948
95. H 0.1209
96. H 0.1218
97. H 0.1248
98. H 0.0923
99. H 0.0930